one) The following is a quantum chemistry calculation of a cluster of 2 separate species, C3H12N2O in total, from OMol25.

Structure (XYZ):
```
18
C3H12N2O, DFT ωB97M-V/def2-TZVPD
C 4.53233 2.65244 -2.74996
C 4.35414 1.16189 -2.38936
O 3.21061 1.15585 -1.46445
H 4.57131 3.18284 -1.80524
H 3.74388 2.95472 -3.43446
H 5.44028 2.74738 -3.36763
H 4.20683 0.60194 -3.32555
H 5.16366 0.70946 -1.82275
H 2.69843 0.45194 -1.86516
N -4.66266 -1.91740 3.68392
C -4.60018 -1.66573 2.26193
N -3.24696 -1.60845 1.60015
H -5.23907 -1.20262 4.11891
H -3.79482 -1.68493 4.16845
H -5.08335 -0.73316 1.92005
H -5.12169 -2.50637 1.76550
H -3.35968 -1.89430 0.63539
H -2.81306 -2.40552 2.07026
```

Output
**Frontier orbital gap**: 10.20 eV
**SMILES**: CCO.NCN


two) The following is a quantum chemistry calculation of a cluster of 2 separate species, C3H12N2O in total, from OMol25.

Structure (XYZ):
```
18
C3H12N2O, DFT ωB97M-V/def2-TZVPD
N 1.68351 -1.13847 -0.77205
C 0.73476 -0.07183 -0.76869
C -0.63071 -0.49633 -0.21199
C -1.60940 0.68626 -0.32157
N -2.59418 0.61162 0.80119
H 1.45014 -2.10302 -0.91028
H 2.55679 -0.92152 -1.22407
H 1.08100 0.74611 -0.14511
H 0.53508 0.38599 -1.75244
H -0.53494 -0.67826 0.85260
H -1.05987 -1.37968 -0.67805
H -1.05911 1.60645 -0.17988
H -2.10255 0.75200 -1.29378
H -3.25360 -0.08987 0.51935
H -3.16444 1.40909 0.76536
O 2.86426 0.55056 1.74771
H 3.17559 -0.35662 1.65285
H 1.92767 0.48753 1.91885
```

Output
**Frontier orbital gap**: 10.01 eV
**SMILES**: NCCCN.O


three) The following is a quantum chemistry calculation of a cluster of 2 separate species, C3H12N2O in total, from OMol25.

Structure (XYZ):
```
18
C3H12N2O, DFT ωB97M-V/def2-TZVPD
C 0.42498 0.86254 0.67144
C -0.61794 -0.18735 0.07712
N -0.14867 -0.93332 -1.09009
C -0.97831 -1.13036 1.22736
N -1.98849 -2.06205 0.81627
H 1.00847 1.26132 -0.16065
H 1.08736 0.25974 1.28738
H -0.16266 1.66298 1.10599
H -1.45822 0.45526 -0.17484
H -0.37659 -0.40602 -1.92576
H 0.86624 -0.96328 -1.05815
H 0.02137 -1.55186 1.43466
H -1.19420 -0.44849 2.07762
H -2.62346 -2.38182 1.53225
H -2.55834 -1.81598 0.02213
O 3.23457 2.66564 -1.98891
H 3.12372 1.72091 -1.94326
H 2.34017 2.99213 -1.91057
```

Output
**Frontier orbital gap**: 9.47 eV
**SMILES**: C[C@@H](N)CN.O


four) The following is a quantum chemistry calculation of a cluster of 2 separate species, C3H12N2O in total, from OMol25.

Structure (XYZ):
```
18
C3H12N2O, DFT ωB97M-V/def2-TZVPD
N -2.04969 0.17929 1.01630
C -1.32094 0.59750 -0.19445
C 0.13980 0.48809 0.08438
C 1.15588 0.43037 -1.07469
N 2.48540 0.27637 -0.52409
H -3.03238 0.07362 0.81056
H -1.86714 0.83871 1.75865
H -1.65574 0.04214 -1.07404
H -1.56767 1.65540 -0.51964
H 0.40907 -0.48947 0.57482
H 0.42487 1.29817 0.76757
H 0.94410 -0.56079 -1.58706
H 1.04675 1.18677 -1.86505
H 2.62058 0.55783 0.43305
H 3.20215 0.64637 -1.12701
O -0.08509 -2.78753 0.80772
H 0.17550 -1.86154 0.97183
H -1.02546 -2.57128 0.74114
```

Output
**Frontier orbital gap**: 9.99 eV
**SMILES**: NCCCN.O


Energies relative to the most stable structure are one) 0.0319; two) 0.0000; three) 0.0080; four) 0.0116, reported in hartree.


one) The following is a quantum chemistry calculation of a cluster of 2 separate species, C3H12N2O in total, from OMol25.

Structure (XYZ):
```
18
C3H12N2O, DFT ωB97M-V/def2-TZVPD
C 0.68442 -1.68018 -1.53857
C 0.37160 -0.40851 -0.72940
N -0.02647 0.73189 -1.54386
C -0.70345 -0.71851 0.30177
N -1.14568 0.42204 1.13103
H 0.76137 -2.52799 -0.85545
H 1.61878 -1.60655 -2.07687
H -0.16439 -1.88393 -2.18619
H 1.28761 -0.16213 -0.19551
H -0.95586 0.55097 -1.91346
H 0.54280 0.79028 -2.38475
H -1.57605 -1.11995 -0.20687
H -0.33674 -1.48440 0.98836
H -0.35673 0.94606 1.47724
H -1.73242 1.02607 0.57524
O 0.85792 2.46597 2.78450
H 0.66046 1.60522 3.17586
H 0.21284 3.05363 3.19694
```

Output
**Frontier orbital gap**: 10.04 eV
**SMILES**: C[C@@H](N)CN.O


two) The following is a quantum chemistry calculation of a cluster of 2 separate species, C3H12N2O in total, from OMol25.

Structure (XYZ):
```
18
C3H12N2O, DFT ωB97M-V/def2-TZVPD
C 1.97287 -1.91422 0.67694
C 0.99172 -0.90437 1.26831
N 0.23450 -0.23347 0.26312
C -0.90291 0.60835 0.48594
N -0.90823 1.67216 -0.49584
H 1.66772 -2.95166 0.63597
H 2.19585 -1.61470 -0.35582
H 2.94119 -1.75245 1.15306
H 1.52043 -0.27674 2.00718
H 0.30507 -1.44693 1.93235
H 0.68661 -0.02426 -0.61455
H -1.88657 0.11210 0.53085
H -0.84277 1.00582 1.51936
H -0.11620 2.27080 -0.28823
H -1.70627 2.27192 -0.36003
O -2.03522 1.32864 -3.00785
H -2.54925 0.54520 -3.19868
H -1.56855 1.30383 -2.15208
```

Output
**Frontier orbital gap**: 9.43 eV
**SMILES**: CCNCN.O


three) The following is a quantum chemistry calculation of a cluster of 3 separate species, C3H12N2O in total, from OMol25.

Structure (XYZ):
```
18
C3H12N2O, DFT ωB97M-V/def2-TZVPD
C -3.27290 5.95124 0.02091
C -2.47172 4.90755 0.21496
H -3.02320 6.95177 0.35234
H -4.16305 5.77865 -0.57312
H -1.84364 4.67765 1.06611
H -2.54707 4.14343 -0.55000
N 1.97596 -3.65451 0.86888
C 0.62511 -3.24934 1.26518
O -0.36750 -4.02637 0.63642
H 2.62590 -3.05384 1.34360
H 2.15247 -3.59232 -0.13181
H 0.53075 -3.46449 2.33395
H 0.52706 -2.18707 1.03863
H 0.09341 -4.72599 0.15793
N 2.12950 -1.35121 -2.06793
H 1.55009 -0.82353 -1.43563
H 3.05145 -1.46318 -1.66005
H 2.42738 -0.81845 -2.88037
```

Output
**Frontier orbital gap**: 10.21 eV
**SMILES**: C=C.NCO.N


Energies relative to the most stable structure are one) 0.0000; two) 0.0196; three) 0.0724, reported in hartree.


one) The following is a quantum chemistry calculation of a cluster of 2 separate species, C3H12N2O in total, from OMol25.

Structure (XYZ):
```
18
C3H12N2O, DFT ωB97M-V/def2-TZVPD
N -0.15768 -2.16103 -0.15584
C 0.21636 -0.96139 0.56201
C -0.56920 0.20061 0.09224
C -0.19108 1.52695 0.62393
N -1.18075 2.51433 0.15251
H 0.53053 -2.87141 0.11408
H -1.04273 -2.70426 0.06583
H 1.35020 -0.81142 0.26604
H 0.10899 -1.05769 1.68948
H -0.48659 0.30388 -0.97344
H -1.69301 0.06630 0.26708
H 0.74346 1.85835 0.22465
H -0.08329 1.34033 1.67071
H -2.00165 2.00367 0.41570
H -1.30550 3.28945 0.83616
O 2.29508 -0.72796 -1.96420
H 1.92550 -1.41143 -2.44527
H 1.54135 -0.39727 -1.44167
```

Output
**Frontier orbital gap**: 10.64 eV
**SMILES**: NCCCN.O


two) The following is a quantum chemistry calculation of a cluster of 3 separate species, C3H12N2O in total, from OMol25.

Structure (XYZ):
```
18
C3H12N2O, DFT ωB97M-V/def2-TZVPD
C 0.73422 2.45776 -0.61865
C 1.39798 2.60246 0.56431
H 0.91271 1.66392 -1.36294
H -0.12977 3.11565 -0.81488
H 1.84700 1.70716 0.93517
H 1.09701 3.50920 1.17160
N -1.83370 -2.01463 0.51358
C -1.64537 -0.59040 0.15742
O -0.39065 -0.01017 -0.19072
H -1.33844 -2.56188 -0.19186
H -1.42960 -2.30606 1.40127
H -2.32810 -0.36756 -0.64140
H -2.13868 0.03644 0.92284
H -0.23141 0.66502 0.52522
N 1.14000 -2.18238 -0.51141
H 0.70953 -1.26131 -0.56140
H 1.58585 -2.37911 -1.37809
H 2.04142 -2.08412 0.07994
```

Output
**Frontier orbital gap**: 10.39 eV
**SMILES**: C=C.NCO.N


Energies relative to the most stable structure are one) 0.0000; two) 0.0393, reported in hartree.


one) The following is a quantum chemistry calculation of a cluster of 2 separate species, C3H12N2O in total, from OMol25.

Structure (XYZ):
```
18
C3H12N2O, DFT ωB97M-V/def2-TZVPD
N -0.95692 -3.24514 0.99469
C -0.47772 -2.27565 -0.08053
C 0.35360 -1.12316 0.52730
C -0.29715 0.26568 0.37690
N 0.42253 1.47438 0.02724
H -0.84639 -4.15293 0.55392
H -1.96091 -3.09187 1.01369
H -0.03915 -2.88390 -0.88471
H -1.33726 -1.75712 -0.49525
H 1.33618 -1.10226 0.04311
H 0.61247 -1.50149 1.53560
H -1.05811 0.15354 -0.41099
H -0.79305 0.52594 1.31309
H 0.78355 1.62860 -0.90033
H 1.11895 1.77356 0.69180
O 0.88417 5.45478 -1.57738
H 1.67874 5.31564 -1.03567
H 0.57644 4.54140 -1.69246
```

Output
**Frontier orbital gap**: 9.95 eV
**SMILES**: NCCCN.O


two) The following is a quantum chemistry calculation of a cluster of 2 separate species, C3H12N2O in total, from OMol25.

Structure (XYZ):
```
18
C3H12N2O, DFT ωB97M-V/def2-TZVPD
C 0.45804 -2.33611 -0.45958
N 1.10871 -1.22438 0.20022
C 0.24263 -0.07514 0.36386
C 0.99258 1.16955 0.75562
N 0.04959 2.27924 0.89029
H -0.43277 -2.71956 0.05707
H 0.11340 -2.08266 -1.46811
H 1.18041 -3.12873 -0.64020
H 1.53585 -1.54180 1.05791
H -0.64819 -0.22344 0.99237
H -0.15116 0.09171 -0.63279
H 1.88441 1.26486 0.12015
H 1.47589 1.16625 1.74146
H -0.26212 2.64999 -0.00430
H 0.44292 3.07154 1.37590
O -2.46156 0.18392 -1.51473
H -2.44468 0.02114 -0.56568
H -1.56315 0.16730 -1.85300
```

Output
**Frontier orbital gap**: 9.96 eV
**SMILES**: CNCCN.O


three) The following is a quantum chemistry calculation of a structure of composition C3H12N2O, from OMol25.

Structure (XYZ):
```
18
C3H12N2O, DFT ωB97M-V/def2-TZVPD
N 0.88181 -0.31748 1.04986
C -0.64565 -0.52124 -0.23273
C -1.52497 -1.61575 0.23616
C -1.05626 0.90166 -0.60093
N 0.15774 1.64256 -0.89118
H 1.35597 -0.01007 1.91445
H 0.07680 -0.92999 -0.92083
H -0.21495 -0.27047 0.87282
H -2.35602 -1.25815 0.86562
H -0.86551 -2.22072 0.89933
H -1.95254 -2.19794 -0.58183
H -1.83208 0.96939 -1.37830
H -1.38120 1.38050 0.32074
H 0.86956 1.15394 -0.29920
H 0.04295 2.58068 -0.77738
H 2.05357 0.08670 0.19365
H 3.60383 0.05823 -0.33127
O 2.78695 0.56813 -0.33897
```

Output
**Frontier orbital gap**: 7.72 eV


Energies relative to the most stable structure are one) 0.0094; two) 0.0000; three) 0.2101, reported in hartree.